(1)
Formula: C16H25IN2O4PtSe2
Source: the Open Molecules 2025 dataset
Level of theory: the ωB97M-V functional and the def2-TZVPD basis

Summary:
Strongest force on any atom   0.0257 Eh/bohr
E_HOMO (spin up / spin down)   -12.4 / -12.4 eV
Molecular weight   789.3 u
Multiplicity   5
Net charge   +2
ΔE to the lowest compared entry with this formula, charge and spin   7.1 kcal per mole
HOMO-LUMO gap (spin up / spin down)   6.678 / 4.649 eV
Calculated total energy   -6254.37103 Eh

Element x y z (Å)
Pt  0.18  -0.52  0.74
O  0.19  -0.50  4.91
C  1.53  -0.45  4.43
C  1.87  -1.80  3.78
C  2.51  -2.75  4.84
O  1.61  -3.13  5.84
C  0.63  -2.55  3.26
Se  -0.88  -1.47  2.66
C  2.94  -1.61  2.70
Se  2.61  -0.45  1.15
H  -0.05  0.36  5.30
H  2.22  -0.27  5.27
H  1.66  0.36  3.71
H  3.40  -2.27  5.25
H  2.82  -3.68  4.35
H  1.45  -2.40  6.46
H  0.23  -3.15  4.07
H  0.90  -3.20  2.43
H  3.22  -2.58  2.27
H  3.85  -1.19  3.15
N  0.31  -2.46  -4.17
C  -1.04  -2.22  -3.57
C  -0.88  -1.33  -2.33
N  0.04  -1.91  -1.34
C  1.34  -2.18  -1.95
C  1.25  -3.08  -3.18
H  0.70  -1.56  -4.48
H  0.23  -3.04  -5.01
H  -1.46  -3.19  -3.30
H  -1.69  -1.74  -4.30
H  -1.86  -1.18  -1.88
H  -0.49  -0.35  -2.62
H  -0.36  -2.77  -0.97
H  2.01  -2.65  -1.22
H  1.79  -1.22  -2.22
H  0.84  -4.06  -2.92
H  2.22  -3.22  -3.64
I  -0.77  7.63  4.70
C  -0.30  5.84  3.71
C  -1.32  5.02  3.27
C  -1.01  3.83  2.62
C  0.32  3.47  2.43
C  1.34  4.31  2.87
C  1.03  5.49  3.51
C  0.65  2.15  1.82
O  1.82  1.71  1.99
O  -0.27  1.57  1.14
H  -2.35  5.30  3.42
H  -1.80  3.18  2.25
H  2.37  4.02  2.70
H  1.82  6.15  3.86

Listed below, in e, are the Löwdin charges computed for each atom: Pt 0.643; O -0.122; C -0.195; C -0.530; C -0.210; O -0.018; C -0.441; Se 0.944; C -0.427; Se 0.963; H 0.125; H 0.148; H 0.090; H 0.141; H 0.141; H 0.109; H 0.079; H 0.077; H 0.082; H 0.092; N 0.070; C -0.081; C -0.174; N -0.146; C -0.201; C -0.081; H 0.191; H 0.195; H 0.146; H 0.148; H 0.138; H 0.137; H 0.123; H 0.118; H 0.131; H 0.146; H 0.148; I 0.913; C -0.707; C -0.133; C -0.015; C -0.144; C -0.009; C -0.128; C -0.582; O -0.175; O -0.162; H 0.100; H 0.118; H 0.122; H 0.101

---

(2)
Formula: C16H25N2O3P
Source: the Open Molecules 2025 dataset
Level of theory: the ωB97M-V functional and the def2-TZVPD basis

Summary:
Strongest force on any atom   0.0176 Eh/bohr
E_HOMO   -8.4 eV
Molecular weight   324.4 u
Structure (SMILES)   CCP(C)[C@@]1(CCCC(=O)O)CCC(=O)N1.c1ccncc1
HOMO-LUMO gap   8.969 eV
Calculated total energy   -1301.27492 Eh

Element x y z (Å)
C  5.00  0.74  -0.35
C  4.36  0.90  1.04
P  2.58  0.44  1.26
C  2.28  -0.70  -0.15
C  1.51  1.95  0.78
C  0.44  2.04  1.89
C  -0.61  0.92  1.93
C  -1.77  1.06  0.91
C  -1.78  -0.06  -0.09
O  -1.72  -1.23  0.18
O  -1.83  0.37  -1.37
C  2.27  3.30  0.74
C  2.59  3.52  -0.74
C  1.28  3.03  -1.32
O  0.59  3.52  -2.17
N  0.97  1.88  -0.60
H  5.94  1.30  -0.40
H  5.22  -0.30  -0.57
H  4.36  1.11  -1.15
H  4.53  1.91  1.41
H  4.90  0.24  1.73
H  1.20  -0.73  -0.32
H  2.76  -0.40  -1.07
H  2.61  -1.70  0.14
H  1.00  1.97  2.83
H  -0.06  3.01  1.88
H  -1.06  0.94  2.93
H  -0.15  -0.06  1.84
H  -1.74  2.03  0.40
H  -2.73  1.01  1.44
H  -1.59  -0.36  -1.95
H  1.56  4.09  1.02
H  3.10  3.43  1.44
H  2.87  4.53  -1.02
H  3.37  2.83  -1.06
H  -0.01  1.65  -0.73
C  -4.18  -4.13  0.04
C  -5.17  -5.10  0.00
C  -5.81  -5.35  -1.21
N  -5.52  -4.72  -2.34
C  -4.56  -3.79  -2.29
C  -3.87  -3.46  -1.13
H  -3.66  -3.90  0.96
H  -5.45  -5.65  0.89
H  -6.59  -6.10  -1.27
H  -4.35  -3.29  -3.22
H  -3.10  -2.70  -1.15

Listed below, in e, are the Löwdin charges computed for each atom: C -0.164; C -0.422; P 1.003; C -0.284; C -0.544; C -0.212; C -0.176; C -0.090; C -0.536; O 0.095; O 0.099; C -0.152; C -0.069; C -0.470; O 0.090; N 0.109; H 0.071; H 0.070; H 0.041; H 0.054; H 0.061; H 0.018; H 0.030; H 0.039; H 0.103; H 0.118; H 0.113; H 0.092; H 0.119; H 0.130; H 0.135; H 0.118; H 0.104; H 0.125; H 0.096; H 0.098; C -0.075; C -0.077; C -0.162; N 0.049; C -0.157; C -0.070; H 0.106; H 0.099; H 0.101; H 0.100; H 0.072